Record 1
{"formula": "C4H3Cl2N3", "method": "the ωB97M-V functional and the def2-TZVPD basis", "species": ["N", "C", "C", "Cl", "N", "C", "N", "C", "Cl", "H", "H", "H"], "positions_angstrom": [[2.212765, 1.535713, 0.327364], [1.038968, 0.764276, 0.488680], [0.267275, 0.842522, 1.656962], [0.772516, 1.934209, 2.993995], [-0.883587, 0.174502, 1.797515], [-1.251255, -0.603824, 0.780407], [-0.581108, -0.768862, -0.371409], [0.555298, -0.078105, -0.526909], [1.393398, -0.207569, -2.070665], [2.423720, 2.301801, 0.987108], [2.541588, 1.676489, -0.651938], [-2.139453, -1.221028, 0.939014]], "atomic_forces_ev_per_a": [[-0.20, -0.14, -0.68], [1.74, 1.72, -0.20], [-1.12, -0.35, 0.14], [-0.39, -0.97, -1.18], [1.19, 0.55, -0.08], [0.61, -0.27, -0.11], [0.74, 0.62, 0.14], [-1.37, -0.47, 0.56], [-0.37, 0.10, 0.89], [-0.53, -0.93, -0.69], [-0.52, -0.22, 1.44], [0.21, 0.36, -0.24]], "homo_lumo_gap_ev": 9.269, "smiles": "Nc1c(Cl)ncnc1Cl", "de_lowest_ev": 0.000, "e_homo_ev": -9.1}


Record 2
{"formula": "C4H3Cl3NS", "method": "the ωB97M-V functional and the def2-TZVPD basis", "species": ["C", "C", "C", "C", "N", "S", "Cl", "Cl", "Cl", "H", "H", "H"], "positions_angstrom": [[1.948659, -0.384565, 0.013745], [0.084455, -0.959351, 0.005649], [1.839437, 0.943685, 0.006174], [-2.057621, 0.152285, -0.002145], [-0.609953, 0.131971, 0.008719], [0.217906, 1.626026, 0.013071], [3.137575, -1.517759, 0.028604], [-0.417334, -2.513196, -0.036380], [3.137449, 2.064582, -0.032498], [-2.406865, 1.163721, 0.180335], [-2.441821, -0.197352, -0.962991], [-2.431892, -0.510045, 0.777714]], "atomic_forces_ev_per_a": [[-5.01, -1.04, 0.00], [5.16, 2.54, 0.00], [-0.03, -0.25, -0.06], [-1.12, -0.04, -0.05], [0.81, -0.96, -0.03], [0.37, 0.20, -0.01], [0.32, -0.11, -0.02], [-0.28, -0.28, 0.02], [-0.44, -0.29, 0.05], [-0.01, 0.03, 0.02], [0.18, 0.10, 0.03], [0.05, 0.10, 0.04]], "homo_lumo_gap_ev": 9.049, "charge": 1, "de_lowest_ev": 0.212, "e_homo_ev": -13.6}


Record 3
{"formula": "C4H3Cl3O2S", "method": "the ωB97M-V functional and the def2-TZVPD basis", "species": ["C", "C", "C", "C", "O", "O", "S", "Cl", "Cl", "Cl", "H", "H", "H"], "positions_angstrom": [[-0.939005, 1.563649, 0.689792], [1.166716, 0.742377, -0.274353], [0.536922, -1.353488, -1.519160], [0.822123, -0.574198, -0.437180], [-2.334159, -0.227842, 2.250097], [-2.137765, -0.601305, -0.159999], [-1.706485, 0.070337, 1.023146], [1.494442, 1.779352, -1.588017], [0.451193, -1.348861, 1.187236], [2.023791, 1.237032, 1.097366], [-0.356549, 1.872872, 1.611237], [1.159548, -0.997007, -2.393787], [-0.180774, -2.162915, -1.486373]], "atomic_forces_ev_per_a": [[0.63, -1.45, 0.98], [-0.34, 2.38, 0.43], [1.74, 2.13, -0.16], [-1.54, -3.61, 0.62], [-0.35, -0.14, 1.33], [0.09, -0.34, -0.14], [0.29, 2.56, -1.88], [-0.21, -0.22, -0.71], [0.52, -0.33, -0.92], [0.92, 0.23, 0.95], [-0.75, -0.34, -0.85], [-1.56, -0.71, 0.44], [0.56, -0.18, -0.08]], "homo_lumo_gap_ev": [7.483, 7.124], "de_lowest_ev": 5.636, "e_homo_ev": [-9.4, -9.0]}


Record 4
{"formula": "C4H3Cl3O2S", "method": "the ωB97M-V functional and the def2-TZVPD basis", "species": ["C", "C", "C", "C", "O", "O", "S", "Cl", "Cl", "Cl", "H", "H", "H"], "positions_angstrom": [[1.479189, -0.197121, -0.024434], [1.623729, -0.729159, -1.178481], [0.759448, 0.992254, 0.399480], [-1.469025, -0.501175, -0.722351], [-1.844411, 0.974761, 1.466738], [-0.382011, -1.070090, 1.708519], [-0.849668, 0.039551, 0.947046], [0.164739, 2.062416, -0.811956], [-1.982132, -2.080475, -0.396835], [-2.506414, 0.705797, -1.122308], [1.943476, -0.767250, 0.728902], [1.649964, -1.034252, -2.199165], [1.413114, 1.604737, 1.204850]], "atomic_forces_ev_per_a": [[1.25, -0.08, -1.01], [-0.10, -0.43, -1.48], [-0.26, 0.63, 2.48], [0.72, -0.17, 2.53], [1.20, -1.27, -0.16], [-0.19, -0.56, 0.43], [0.95, 3.10, 1.05], [0.75, 0.96, -0.75], [-0.51, -0.78, -1.06], [-2.05, 0.34, -2.10], [0.49, -0.36, 1.57], [-0.10, 0.17, -0.07], [-2.15, -1.56, -1.43]], "homo_lumo_gap_ev": [6.857, 9.227], "de_lowest_ev": 5.767, "e_homo_ev": [-8.8, -9.4]}


Record 5
{"formula": "C4H3ClN2O", "method": "the ωB97M-V functional and the def2-TZVPD basis", "species": ["H", "N", "C", "N", "C", "O", "C", "C", "Cl", "H", "H"], "positions_angstrom": [[2.095974, 1.851074, -0.012044], [1.104257, 1.748904, -0.000370], [0.806555, 0.520903, -0.005827], [1.679427, -0.603944, -0.001239], [0.902885, -1.608452, -0.000881], [-0.447479, -1.393937, -0.000922], [-0.568782, -0.028597, -0.005866], [-1.731380, 0.626005, -0.003152], [-3.260043, -0.148420, -0.002795], [1.160449, -2.666522, 0.003493], [-1.741867, 1.702982, 0.029602]], "atomic_forces_ev_per_a": [[0.98, 0.17, 0.03], [-0.91, -0.43, -0.06], [-0.12, 0.39, 0.07], [-0.11, -0.18, -0.05], [-0.21, -0.36, 0.02], [0.25, -0.26, -0.06], [-0.69, 0.64, 0.03], [0.54, -0.34, 0.08], [0.10, -0.02, 0.00], [0.12, 0.34, 0.00], [0.05, 0.04, -0.07]], "homo_lumo_gap_ev": 8.956, "smiles": "[H]/N=C1\\N=CO\\C1=C/Cl", "de_lowest_ev": 1.098, "e_homo_ev": -9.2}


Record 6
{"formula": "C4H3ClO2", "method": "the ωB97M-V functional and the def2-TZVPD basis", "species": ["O", "C", "C", "C", "Cl", "C", "O", "H", "H", "H"], "positions_angstrom": [[1.239387, -0.767910, -2.062161], [0.549683, -0.476446, -1.144872], [0.767450, 0.570430, -0.032614], [-0.471511, 0.366590, 0.797486], [-0.746081, 1.378196, 2.147931], [-1.178796, -0.659825, 0.351071], [-0.654275, -1.129004, -0.848370], [0.831039, 1.620855, -0.350991], [1.719594, 0.307642, 0.481336], [-2.056489, -1.210528, 0.661183]], "atomic_forces_ev_per_a": [[-0.19, -0.08, -0.08], [-0.55, 0.52, 0.86], [-0.19, -0.25, -0.06], [0.58, -0.08, 0.52], [-0.20, -0.13, 0.22], [0.32, 0.24, -0.73], [0.72, -0.42, -0.42], [0.16, -0.46, -0.36], [-0.68, 0.22, -0.12], [0.05, 0.44, 0.17]], "homo_lumo_gap_ev": 10.154, "smiles": "O=C1CC(Cl)=CO1", "de_lowest_ev": 0.023, "e_homo_ev": -9.4}


Record 7
{"formula": "C4H3ClO2S", "method": "the ωB97M-V functional and the def2-TZVPD basis", "species": ["O", "C", "C", "Cl", "C", "O", "C", "S", "H", "H", "H"], "positions_angstrom": [[0.383460, 1.408854, 1.879492], [0.172381, 0.293947, 1.471394], [0.360002, -0.066212, -0.012618], [1.576904, -1.389526, -0.072904], [0.973250, 1.131515, -0.756049], [0.429379, 1.656255, -1.699769], [-0.908692, -0.522472, -0.679362], [-2.368973, -0.369195, -0.026415], [-0.144342, -0.541840, 2.123244], [1.921015, 1.472206, -0.376254], [-0.764827, -0.942839, -1.662947]], "atomic_forces_ev_per_a": [[-0.12, -0.79, -0.26], [0.03, 0.57, 0.14], [-0.09, 0.21, 0.08], [-0.04, 0.03, 0.01], [-1.15, 0.28, -1.08], [0.44, -0.56, 0.84], [-0.27, 0.11, 0.43], [0.37, -0.02, -0.10], [0.08, 0.12, -0.10], [0.71, 0.16, 0.32], [0.04, -0.12, -0.26]], "homo_lumo_gap_ev": 8.520, "smiles": "O=CC(Cl)(C=O)C=S", "de_lowest_ev": 1.324, "e_homo_ev": -9.6}


Record 8
{"formula": "C4H3ClOS", "method": "the ωB97M-V functional and the def2-TZVPD basis", "species": ["C", "C", "C", "Cl", "C", "O", "S", "H", "H", "H"], "positions_angstrom": [[-0.108998, 2.224731, -0.331749], [0.409707, 1.064939, -0.340871], [0.850650, -0.329012, 0.209730], [2.541113, -0.757004, -0.126033], [-0.102824, -1.411803, -0.262371], [0.341996, -2.571684, -0.489315], [-1.768324, -1.068699, -0.100497], [-0.988032, 3.074558, -0.763231], [0.599728, -0.215040, 1.306048], [-1.775016, -0.010989, 0.898293]], "atomic_forces_ev_per_a": [[-1.35, -2.12, -2.13], [-1.36, 3.04, 1.21], [-0.77, 2.63, -0.26], [-0.50, 0.34, 0.33], [2.98, -4.20, 0.58], [-1.98, 3.99, 0.02], [-1.90, 1.04, 1.21], [3.54, -2.90, 1.70], [0.91, -0.37, -0.90], [0.44, -1.46, -1.77]], "homo_lumo_gap_ev": 9.926, "smiles": "C#C[C@H](Cl)C(=O)S", "de_lowest_ev": 3.581, "e_homo_ev": -10.1}